No. 1
Molecular formula: C11H14N2S
Method: DFT, ωB97M-V/def2-TZVPD

```
! wB97M-V def2-TZVPD RIJCOSX def2/J DEFGRID3
* xyz 0 1
C -0.27355 -1.99723 2.45061
C 0.50006 -1.10757 1.54969
N 1.84671 -1.27266 1.35525
C 2.30796 -0.32044 0.48676
C 3.58266 -0.08934 -0.00943
C 3.74630 0.96710 -0.88135
C 2.67133 1.77884 -1.25027
C 1.40286 1.55449 -0.76296
C 1.21023 0.49086 0.11492
C 0.07644 -0.04105 0.80136
S -1.57357 0.56573 0.71688
C -1.99571 -0.02978 -0.97377
C -3.26495 0.64100 -1.47073
N -4.41364 0.12597 -0.74542
H 0.08640 -1.91541 3.47644
H -1.32120 -1.71002 2.42550
H -0.18112 -3.03786 2.13847
H 2.40828 -1.98114 1.79700
H 4.41517 -0.71436 0.27901
H 4.72569 1.17503 -1.28609
H 2.84503 2.59926 -1.93098
H 0.57544 2.18981 -1.04239
H -1.14902 0.20962 -1.61534
H -2.13437 -1.10925 -0.92092
H -3.14432 1.73479 -1.38665
H -3.40240 0.39568 -2.52964
H -4.28804 0.29170 0.24869
H -5.25868 0.60625 -1.03461
*
```

## Properties
- maximum force (eV Å⁻¹) = 0.7
- orbital gap (eV) = 8.70
- SMILES = Cc1[nH]c2ccccc2c1SCCN
- LUMO energy (eV) = 0.8
- E_HOMO (hartree) = -0.2887

=====

No. 2
Molecular formula: C3H6N2O
Method: DFT, ωB97M-V/def2-TZVPD

```
! wB97M-V def2-TZVPD RIJCOSX def2/J DEFGRID3
* xyz 0 1
C -1.82193 -0.00240 -0.11655
N -0.88899 0.10720 -1.22113
C 0.32348 -0.17056 -1.00665
N 0.94855 -0.54302 0.21929
C 1.84403 0.36974 0.73186
O 2.14769 0.46712 1.90017
H -1.35597 -0.01849 0.88327
H -2.51775 0.84070 -0.18544
H -2.42258 -0.91421 -0.26513
H 1.03268 -0.10438 -1.82653
H 0.45180 -1.05867 0.93640
H 2.25898 1.02698 -0.04955
*
```

## Properties
- maximum force (eV Å⁻¹) = 0.8
- orbital gap (eV) = 11.16
- SMILES = C/N=C\NC=O
- LUMO energy (eV) = 0.9
- E_HOMO (hartree) = -0.3754

=====

No. 3
Molecular formula: C33H33N6O4Ru
Method: DFT, ωB97M-V/def2-TZVPD

```
! wB97M-V def2-TZVPD RIJCOSX def2/J DEFGRID3
* xyz 2 6
Ru 0.28226 0.71756 -0.12850
C -2.38734 3.34016 -2.92870
O -1.59644 4.19466 -2.09240
C -0.97924 3.41606 -1.22450
N -1.24294 2.15886 -1.25830
C -2.26944 1.93956 -2.25760
C -1.96724 0.83276 -3.23570
C -0.69434 0.29656 -3.39060
C -0.47024 -0.68154 -4.34880
C -1.51134 -1.12054 -5.15010
C -2.78654 -0.60934 -4.97510
C -3.01364 0.36486 -4.02250
C -0.08014 3.95426 -0.20890
C 0.21326 5.30386 -0.02620
C 1.03316 5.65626 1.03790
C 1.52746 4.66886 1.87880
C 1.18426 3.34506 1.60870
N 0.39876 3.01056 0.59530
C 1.59736 2.20516 2.42230
N 1.33426 0.99486 2.08050
C 1.83566 0.12136 3.13140
C 2.42776 1.12816 4.16620
O 2.22866 2.40646 3.56160
C 0.76086 -0.72044 3.77580
C -0.54284 -0.25054 3.89420
C -1.47574 -0.97264 4.61950
C -1.12084 -2.17184 5.21660
C 0.16816 -2.65824 5.07240
C 1.10746 -1.93614 4.35510
H -1.96204 3.35196 -3.93840
H -3.40864 3.72286 -2.95480
H -3.19824 1.69566 -1.72160
H 0.13556 0.66156 -2.78000
H 0.52006 -1.08924 -4.48370
H -1.32604 -1.84744 -5.92300
H -3.60214 -0.96854 -5.58080
H -4.00144 0.77726 -3.88950
H -0.19564 6.04026 -0.70060
H 1.27266 6.69226 1.22080
H 2.15886 4.89916 2.72260
H 2.61376 -0.52664 2.71150
H 3.49356 0.99806 4.36080
H 1.88066 1.11146 5.11400
H -0.82704 0.67626 3.41200
H -2.47644 -0.58964 4.74040
H -1.84374 -2.72444 5.79580
H 0.44456 -3.59604 5.52860
H 2.11466 -2.31454 4.25440
C -4.07434 -1.44264 -0.00940
C -2.67764 -1.11464 -0.46310
N -2.20824 -1.85674 -1.47010
O -2.01214 -0.23554 0.08500
H -4.09204 -2.45574 0.38670
H -4.76894 -1.39454 -0.84480
H -4.39244 -0.75034 0.76460
H -2.79104 -2.52934 -1.93880
H -1.29334 -1.66874 -1.86210
C 3.13996 1.30966 -1.94750
O 2.02676 1.05846 -1.22160
H 3.58056 2.27676 -1.65290
H 2.91996 1.35926 -3.02780
H 3.90126 0.52806 -1.78260
N 0.63866 -3.46634 1.28240
C 0.08586 -2.24534 1.17970
N 0.54646 -1.57464 0.14830
C 1.45896 -2.39574 -0.47920
C 2.21236 -2.21984 -1.63830
C 3.06746 -3.23954 -2.00680
C 3.17226 -4.41334 -1.25370
C 2.39466 -4.62484 -0.13160
C 1.53686 -3.60314 0.24760
H 0.42736 -4.15904 1.98440
H -0.65264 -1.86224 1.86010
H 2.11456 -1.31994 -2.22940
H 3.67336 -3.13774 -2.89530
H 3.86486 -5.18014 -1.56300
H 2.44656 -5.54714 0.42230
*
```

## Properties
- maximum force (eV Å⁻¹) = 4.3
- orbital gap (spin up / spin down) (eV) = 7.87 / 6.64
- LUMO energy (spin up / spin down) (eV) = -5.9 / -7.1
- expectation value of S² = 8.765
- E_HOMO (spin up / spin down) (hartree) = -0.5063 / -0.5063

=====

No. 4
Molecular formula: C4H5O2S
Method: DFT, ωB97M-V/def2-TZVPD

```
! wB97M-V def2-TZVPD RIJCOSX def2/J DEFGRID3
* xyz -1 1
C 0.90733 0.97733 -3.15080
C 1.28516 0.99811 -1.80767
C -0.53217 -0.04462 1.77985
C -1.24256 -1.28230 2.17816
O 0.47300 1.43383 -4.20018
O 1.59567 -0.05998 -2.80395
S -0.63652 0.77331 0.33383
H 2.13736 1.65446 -1.52258
H 0.38509 0.09379 2.39713
H -1.82527 -1.05521 3.14302
H -0.53564 -2.03833 2.22504
H -2.01145 -1.45040 1.42815
*
```

## Properties
- maximum force (eV Å⁻¹) = 3.8
- orbital gap (spin up / spin down) (eV) = 6.14 / 6.14
- LUMO energy (spin up / spin down) (eV) = 3.7 / 3.7
- E_HOMO (spin up / spin down) (hartree) = -0.0901 / -0.0899

=====

No. 5
Molecular formula: C2H12N2O3
Method: DFT, ωB97M-V/def2-TZVPD

```
! wB97M-V def2-TZVPD RIJCOSX def2/J DEFGRID3
* xyz 0 1
N 2.00731 -0.37310 2.41236
C 1.25174 -1.03287 1.49329
C 1.13827 -0.41045 0.26864
N 0.30904 -1.05763 -0.69694
H 1.92644 -0.83246 3.35354
H 2.48509 0.47475 2.26347
H 0.90231 -2.04875 1.59224
H 1.58842 0.54425 -0.03315
H 0.08761 -1.98380 -0.60973
H 0.62665 -0.90653 -1.65533
O -3.96928 -2.25110 -0.64179
H -3.05201 -2.13233 -0.74028
H -4.23088 -2.58822 0.26775
O -1.18688 1.34691 0.74896
H -0.31252 1.77781 0.85096
H -0.91307 0.67548 0.18860
O 0.30052 3.21578 -2.91747
H 1.04972 3.68956 -2.62813
H -0.00846 3.89269 -3.51702
*
```

## Properties
- maximum force (eV Å⁻¹) = 5.4
- orbital gap (eV) = 7.63
- SMILES = N/C=C/N.O.O.O
- LUMO energy (eV) = 0.7
- E_HOMO (hartree) = -0.2542

=====

No. 6
Molecular formula: C3H7NOS
Method: DFT, ωB97M-V/def2-TZVPD

```
! wB97M-V def2-TZVPD RIJCOSX def2/J DEFGRID3
* xyz 0 1
O 1.92431 -0.00623 1.89930
C 1.32365 -0.52922 0.99342
N 0.00669 -0.84345 0.98609
C -0.63535 -1.26161 -0.24439
C -0.53428 -0.28893 -1.43886
S -1.07505 1.38022 -0.95937
H 1.82232 -0.82229 0.05688
H -0.60763 -0.46535 1.68725
H -1.69594 -1.40351 -0.06468
H -0.25922 -2.24711 -0.54090
H -1.14607 -0.64384 -2.26383
H 0.48463 -0.23775 -1.82760
H -0.02786 2.08690 -1.39824
*
```

## Properties
- maximum force (eV Å⁻¹) = 0.7
- orbital gap (eV) = 10.19
- SMILES = O=CNCCS
- LUMO energy (eV) = 0.7
- E_HOMO (hartree) = -0.3481

=====

Question: Which value of maximum force does entry 2 give?
Answer: 0.8 eV Å⁻¹

=====

Question: Which of these has the highest maximum force?
Answer: C2H12N2O3

=====

Question: The highest maximum force belongs to which entry?
Answer: C2H12N2O3

=====

Question: What is the formula in the first record?
Answer: C11H14N2S